Entry 1:
{"formula": "C2H2OP2", "method": "ωB97M-V/def2-TZVPD", "lumo_ev": -2.086, "de_lowest_ev": 3.0718, "smiles": "C#P=CP=O", "e_homo_ev": -9.005, "max_force_ev_per_a": 1.63, "charge": 0, "total_energy_ha": -835.20595, "elements": ["C", "C", "O", "P", "P", "H", "H"], "positions_angstrom": [[0.18513, 0.28768, 1.67881], [-0.49176, -0.72033, -0.93199], [1.06563, 1.44684, -0.86481], [-0.59016, -0.79600, 0.80964], [0.40445, 0.51037, -1.78166], [0.45425, 0.72847, 2.60224], [-1.02754, -1.45704, -1.51224]], "forces_ev_per_a": [[-0.71, -0.99, -1.09], [0.05, 0.13, 0.40], [0.47, 0.69, 1.24], [0.65, 0.86, -0.61], [-0.69, -0.99, -0.47], [0.33, 0.46, 0.39], [-0.10, -0.16, 0.14]]}

Entry 2:
{"formula": "C2H2OS", "method": "ωB97M-V/def2-TZVPD", "lumo_ev": -0.574, "de_lowest_ev": 1.6189, "e_homo_ev": -8.367, "max_force_ev_per_a": 4.26, "charge": 0, "total_energy_ha": -550.72875, "elements": ["C", "C", "O", "S", "H", "H"], "positions_angstrom": [[0.92744, 0.52500, -0.00247], [-0.78358, -0.61613, 0.01609], [1.97288, -0.01053, -0.01801], [-2.13523, 0.20546, 0.00094], [0.65687, 1.57324, 0.07413], [-0.63838, -1.67703, -0.07067]], "forces_ev_per_a": [[-2.25, -3.60, 0.35], [2.52, 2.97, -0.36], [-0.13, 0.63, -0.12], [-0.07, -0.19, 0.11], [-0.21, 0.63, -0.08], [0.15, -0.45, 0.10]]}

Entry 3:
{"formula": "C2H2OS", "method": "ωB97M-V/def2-TZVPD", "lumo_ev": -0.300, "de_lowest_ev": 3.0407, "smiles": "C#CSO", "e_homo_ev": -9.436, "max_force_ev_per_a": 4.07, "charge": 0, "total_energy_ha": -550.67650, "elements": ["C", "C", "O", "S", "H", "H"], "positions_angstrom": [[-0.38054, 1.04483, -1.10874], [-0.94869, 0.60117, -0.13951], [0.01578, -0.84062, 2.26054], [-1.46306, -0.53138, 1.63308], [0.06940, 1.29575, -2.03804], [0.58074, -1.28759, 1.59005]], "forces_ev_per_a": [[-0.43, -0.56, 0.42], [-0.44, -1.90, 3.12], [0.34, 0.12, -0.77], [1.14, 1.97, -3.37], [0.01, 0.28, 0.00], [-0.62, 0.09, 0.61]]}

Entry 4:
{"formula": "C2H2OS", "method": "ωB97M-V/def2-TZVPD", "lumo_ev": 0.439, "de_lowest_ev": 0.3016, "smiles": "O=C1CS1", "e_homo_ev": -9.824, "max_force_ev_per_a": 2.79, "charge": 0, "total_energy_ha": -550.77716, "elements": ["C", "C", "O", "S", "H", "H"], "positions_angstrom": [[0.66898, -0.43640, -0.06102], [-0.64923, 0.15336, -0.05987], [1.41217, -1.36957, 0.12408], [0.79447, 1.30086, 0.03131], [-1.23929, 0.23946, -1.05576], [-0.98709, 0.11230, 1.02126]], "forces_ev_per_a": [[2.37, -1.18, 0.90], [-0.94, 0.02, -0.05], [-1.62, 0.94, -0.80], [0.58, 0.80, -0.49], [0.60, -0.38, 2.33], [-0.98, -0.21, -1.88]]}

Entry 5:
{"formula": "C2H2OS", "method": "ωB97M-V/def2-TZVPD", "lumo_ev": -1.628, "de_lowest_ev": 0.0000, "smiles": "O=CC=S", "e_homo_ev": -9.581, "max_force_ev_per_a": 0.53, "charge": 0, "total_energy_ha": -550.78824, "elements": ["C", "C", "H", "H", "O", "S"], "positions_angstrom": [[0.08888, 0.50230, 0.00772], [-1.13067, -0.37318, 0.00764], [-0.12282, 1.57489, 0.00811], [-0.91691, -1.45646, 0.01284], [-2.24805, 0.08264, -0.00781], [1.57968, -0.09714, -0.00316]], "forces_ev_per_a": [[0.13, 0.08, -0.01], [-0.25, 0.20, -0.04], [0.04, -0.16, 0.00], [-0.06, 0.00, 0.01], [0.49, -0.20, 0.02], [-0.34, 0.08, 0.01]]}

Entry 6:
{"formula": "C2H2OS2", "method": "ωB97M-V/def2-TZVPD", "lumo_ev": -1.803, "de_lowest_ev": 1.3755, "smiles": "O=CC(=S)S", "e_homo_ev": -9.464, "max_force_ev_per_a": 6.19, "charge": 0, "total_energy_ha": -948.95447, "elements": ["C", "C", "H", "H", "O", "S", "S"], "positions_angstrom": [[-0.08378, -0.13812, -0.06674], [1.20696, 0.32694, -0.67664], [-1.71673, 0.15170, 1.32450], [1.98956, -0.19182, -1.25026], [1.63957, 1.49533, -0.41377], [-0.65137, 0.78333, 1.29777], [-0.60665, -1.59930, -0.81675]], "forces_ev_per_a": [[0.29, -3.05, -1.88], [2.74, 5.28, 1.70], [-3.08, -1.83, 0.32], [-1.29, -1.17, -0.15], [-1.97, -3.24, -0.53], [3.04, 1.35, -1.10], [0.27, 2.66, 1.65]]}